This record from the Open Molecules 2025 dataset describes a structure of composition C33H25CoN2O2PS. The level of theory is the ωB97M-V functional and the def2-TZVPD basis.

## Properties
Gap between HOMO and LUMO (spin up / spin down), eV: 7.65 / 7.77
Expectation value of S²: 0.779
Spin multiplicity: 2
Lowest unoccupied orbital energy (spin up / spin down), eV: -0.22 / -0.20
E_tot, eV: -99452.871

The geometry in XYZ format:
```
65
C33H25CoN2O2PS, DFT the ωB97M-V functional and the def2-TZVPD basis
Co 0.59212 1.05944 0.56185
C 3.70732 5.63435 -2.11150
C 2.36780 5.96712 -2.28234
C 1.38308 5.05504 -1.94390
C 1.73277 3.80793 -1.42679
C 3.07247 3.48178 -1.24774
C 4.05859 4.39640 -1.59751
P 0.47144 2.57524 -1.01355
C -0.18157 2.09460 -2.65173
C -1.50427 1.66692 -2.75156
C -2.01447 1.23043 -3.96354
C -1.20272 1.21019 -5.09031
C 0.11437 1.63527 -4.99850
C 0.62462 2.07759 -3.78557
C -0.90391 3.21539 -0.06142
C -1.82577 4.25576 -0.08909
C -2.79379 4.28003 0.90149
C -2.83558 3.27772 1.87420
C -1.91892 2.23524 1.87844
C -0.91746 2.19678 0.90378
H 4.47807 6.34724 -2.37540
H 2.09417 6.93634 -2.67892
H 0.33913 5.30854 -2.08534
H 3.34278 2.52940 -0.81161
H 5.10071 4.14353 -1.45271
H -2.14056 1.69786 -1.87478
H -3.04608 0.90944 -4.03247
H -1.59846 0.86850 -6.03797
H 0.74928 1.62645 -5.87509
H 1.65300 2.41211 -3.72606
H -1.80697 5.02166 -0.85530
H -3.52811 5.07519 0.92103
H -3.60444 3.31960 2.63689
H -1.98676 1.46716 2.64211
O 4.57269 -0.22944 0.56848
S 3.55227 0.35532 1.40111
O 3.46803 1.79429 1.47916
N 2.09393 -0.13132 1.00907
C 1.80566 -1.48924 0.83241
C 2.65185 -2.56235 0.97571
C 2.18296 -3.88424 0.80418
C 0.88428 -4.15455 0.48628
C -0.02168 -3.07808 0.32270
C -1.38262 -3.25004 -0.01658
C -2.19725 -2.16255 -0.15351
C -1.65747 -0.88100 0.05093
N -0.39793 -0.68402 0.35442
C 0.43623 -1.76171 0.49472
C 3.82679 -0.24432 3.04787
C 2.84298 -0.07588 4.01170
C 3.08058 -0.51722 5.30332
C 4.29298 -1.11556 5.62202
C 5.27221 -1.27579 4.65186
C 5.04092 -0.84220 3.35383
H 3.69618 -2.40058 1.19766
H 2.88405 -4.70016 0.92506
H 0.53734 -5.17074 0.35097
H -1.76792 -4.25230 -0.16184
H -3.24174 -2.26881 -0.41003
H -2.27543 0.00528 -0.02409
H 1.90518 0.39533 3.74713
H 2.32203 -0.39592 6.06568
H 4.47311 -1.45972 6.63243
H 6.21540 -1.74164 4.90585
H 5.78016 -0.96181 2.57362
```